Computed, not measured: a 3-piece molecular cluster, C3H5O4S overall at a distorted geometry, with the ωB97M-V functional and the def2-TZVPD basis.

Geometry as XYZ:
```
13
Properties=species:S:1:pos:R:3:nbo_charge:R:1
C 1.7589 -1.4662 -1.3548 1.080
C 0.2475 0.0462 2.2653 -0.765
C -0.3369 0.3371 0.7867 0.804
O 1.0108 -1.9508 -2.0804 -0.553
O 2.7878 -1.2394 -0.9002 -0.568
O -1.3310 1.0255 0.6395 -0.755
O 0.2204 -0.3280 -0.1085 -0.828
S -1.7221 0.8274 -2.8677 -0.373
H -0.5858 -0.4599 2.7789 0.205
H 0.3635 1.1160 2.5363 0.202
H 1.2342 -0.4180 2.4767 0.199
H -2.0415 2.1161 -2.5715 0.131
H -1.6058 0.3940 -1.6003 0.221
```

For the total energy, the calculation gives -22219.395 eV. As for the charge: -1. The calculation puts the LUMO energy at 3.468 eV. The calculation puts the largest force on an atom at 3.2 eV Å⁻¹. The calculation puts the HOMO-LUMO gap at 8.08 eV. The calculation puts the relative energy (zero: lowest compared OMol25 entry of this formula, charge and spin) at 16.9 kJ/mol. The calculation puts the HOMO energy at -0.1696 Ha.

---

Computed, not measured: C41H51Cl5GeN5S3SeTa as an isolated structure, with the ωB97M-V functional and the def2-TZVPD basis.

Geometry as XYZ:
```
108
Properties=species:S:1:pos:R:3:lowdin_charge:R:1
Ta -0.0422 0.3984 0.0523 1.728
C 3.1128 2.4401 -1.2724 -0.099
C 3.2894 0.9749 -1.0428 -0.610
N 2.4328 0.0638 -0.5931 -0.052
C 3.0037 -1.2075 -0.7108 -0.362
C 4.2680 -1.2228 -1.1962 -0.306
S 4.7950 0.3513 -1.5217 1.184
C 2.2697 -2.4468 -0.4708 -0.413
C 2.8496 -3.6724 -0.4105 -0.332
S 1.6471 -4.8704 -0.4558 1.157
C 0.4320 -3.6692 -0.5211 -0.600
N 0.8953 -2.4386 -0.4601 0.007
C -0.9719 -4.0825 -0.8026 -0.058
H 2.3154 2.8550 -0.6789 0.000
H 2.8901 2.6173 -2.3271 0.103
H 4.0370 2.9693 -1.0421 0.100
H 4.8765 -2.0835 -1.4155 0.096
H 3.8970 -3.9193 -0.3597 0.094
H -0.9813 -4.7412 -1.6717 0.097
H -1.5835 -3.2157 -1.0248 0.049
H -1.4101 -4.6287 0.0306 0.095
Cl 0.0589 4.3006 -0.3189 0.782
C 0.1907 3.2660 -1.6961 -0.672
C 0.2711 1.8801 -1.5499 -0.392
C 0.4255 1.1731 -2.7261 -0.679
Cl 0.3093 -0.5477 -2.4458 0.860
C 0.5319 1.6981 -3.9972 -0.703
Cl 0.6896 0.6732 -5.3534 0.770
C 0.4737 3.0882 -4.1059 -0.689
Cl 0.6113 3.8174 -5.6378 0.776
C 0.2933 3.8688 -2.9530 -0.690
Cl 0.2204 5.5696 -3.1084 0.756
C -2.8632 0.8870 3.1629 -0.072
C -2.3725 0.1455 4.3936 -0.352
C -3.1604 -1.1562 4.6014 -0.036
C -0.8632 -0.0662 4.6523 -0.131
C -0.6012 0.0676 6.0172 -0.039
C 0.6490 -0.1183 6.5601 -0.048
C 1.6682 -0.4784 5.7132 -0.037
C 1.4935 -0.6390 4.3377 -0.135
C 2.7726 -1.1692 3.6949 -0.364
C 2.5962 -1.8252 2.3536 -0.081
C 3.9176 -0.1455 3.6974 -0.050
C 0.2169 -0.3908 3.7798 -0.176
N -0.1149 -0.5712 2.3310 -0.031
C -0.9480 -1.5612 2.1886 -0.120
C -1.7700 -1.7384 1.0691 -0.370
C -2.9105 -2.5155 1.0500 -0.013
C -3.6394 -2.1147 -0.0645 -0.012
C -2.9357 -1.1097 -0.7170 -0.202
N -1.7485 -0.8695 -0.0296 -0.064
C -3.4618 -0.4820 -2.0001 -0.524
C -4.9986 -0.4175 -1.9157 -0.038
C -3.0963 -1.3873 -3.1891 -0.031
C -2.9786 0.9404 -2.2478 -0.040
H -3.9008 1.1803 3.3328 0.098
H -2.8470 0.2981 2.2481 0.059
H -2.2887 1.7964 3.0186 0.036
H -2.6597 0.8000 5.2181 0.122
H -3.0861 -1.8132 3.7337 0.049
H -4.2188 -0.9304 4.7382 0.094
H -2.8158 -1.7064 5.4765 0.091
H -1.4257 0.3245 6.6705 0.125
H 0.8175 -0.0135 7.6235 0.122
H 2.6478 -0.6882 6.1245 0.124
H 3.0897 -1.9637 4.3772 0.143
H 1.8365 -2.6087 2.3833 0.096
H 3.5369 -2.2724 2.0312 0.096
H 2.3037 -1.0936 1.6078 0.020
H 3.6169 0.8131 3.2777 0.023
H 4.2761 0.0407 4.7090 0.083
H 4.7598 -0.5259 3.1161 0.087
H -1.1156 -2.2415 3.0201 0.155
H -3.1873 -3.2460 1.7949 0.134
H -4.5960 -2.5002 -0.3716 0.122
H -5.4559 -1.4043 -1.9671 0.085
H -5.3762 0.1565 -2.7623 0.097
H -5.3291 0.0703 -0.9974 0.099
H -3.4607 -2.4025 -3.0256 0.094
H -2.0222 -1.4333 -3.3654 0.039
H -3.5674 -1.0046 -4.0962 0.099
H -3.3366 1.6220 -1.4772 0.046
H -3.3774 1.2912 -3.2011 0.108
H -1.8992 1.0175 -2.3125 0.028
C 2.0284 3.4562 5.4884 -0.186
Ge 0.7943 4.2917 4.2396 0.781
C -0.9142 4.7414 5.0558 -0.195
C 1.5357 5.8529 3.3360 -0.204
C 0.2080 2.8864 2.9487 -0.527
Se 1.4915 1.8269 1.9667 0.978
C 2.8469 3.1831 1.6646 -0.329
H 2.3481 4.1695 6.2481 0.035
H 2.9221 3.0766 4.9890 0.016
H 1.5371 2.6192 5.9852 0.013
H -0.7738 5.4509 5.8713 0.034
H -1.3986 3.8511 5.4595 0.021
H -1.5774 5.1990 4.3204 0.030
H 1.4019 6.7203 3.9833 0.033
H 1.0068 6.0555 2.4031 0.020
H 2.5999 5.7625 3.1230 0.019
H -0.5048 3.3255 2.2523 -0.022
H -0.3085 2.1497 3.5579 -0.009
H 3.0358 3.5737 2.6612 0.010
H 2.5336 3.9797 1.0011 0.016
H 3.7439 2.6808 1.3141 0.037
S -3.4983 3.4142 0.6967 0.910
C -2.2988 2.4473 0.6085 -0.912
N -1.3535 1.6964 0.5402 -0.175
```

For the total energy, the calculation gives -269314.612 eV. As for the charge: +2. The calculation puts the LUMO energy at -7.212 eV. The calculation puts the largest force on an atom at 0.9 eV Å⁻¹. The calculation puts the HOMO-LUMO gap at 6.00 eV. The calculation puts the relative energy (zero: lowest compared OMol25 entry of this formula, charge and spin) at 130.5 kJ/mol. The calculation puts the HOMO energy at -0.4856 Ha.

---

Computed, not measured: a 2-piece molecular cluster, C2H8OS2 overall at a distorted geometry, with the ωB97M-V functional and the def2-TZVPD basis.

Geometry as XYZ:
```
13
Properties=species:S:1:pos:R:3:nbo_charge:R:1
S 0.5654 0.5112 2.4688 -0.142
S 2.1813 -0.5334 3.2172 -0.144
H 0.9189 1.7993 2.3371 0.145
H 2.8721 0.2654 4.0494 0.142
C -0.9133 0.1266 -1.9421 -0.065
O 0.0559 1.1505 -1.5987 -0.735
C -1.0071 -0.9106 -0.8427 -0.643
H -1.8091 0.7225 -2.0207 0.186
H -0.5531 -0.3172 -2.8580 0.162
H 0.8339 0.7277 -1.1938 0.460
H -1.4076 -1.8325 -1.2704 0.211
H -0.0747 -1.1135 -0.3184 0.210
H -1.6625 -0.5960 -0.0277 0.212
```

For the total energy, the calculation gives -25920.722 eV. The calculation puts the LUMO energy at 0.242 eV. The calculation puts the largest force on an atom at 2.3 eV Å⁻¹. The SMILES is CCO.SS. The calculation puts the HOMO-LUMO gap at 9.07 eV. The calculation puts the relative energy (zero: lowest compared OMol25 entry of this formula, charge and spin) at 117.1 kJ/mol. The calculation puts the HOMO energy at -0.3243 Ha.

---

Computed, not measured: a 8-piece molecular cluster, C4H23NO9 overall at a distorted geometry, with the ωB97M-V functional and the def2-TZVPD basis.

Geometry as XYZ:
```
37
Properties=species:S:1:pos:R:3:nbo_charge:R:1
O 1.1741 1.2725 -0.7001 -0.575
C 0.1851 0.6850 -0.5105 0.461
C -0.6482 0.0180 -1.5323 -0.168
C 0.1770 -1.1181 -2.1460 -0.619
N -0.9956 0.9272 -2.5192 -0.638
C -2.0079 1.9371 -2.1198 0.096
O -1.7586 2.4264 -0.9065 -0.747
H -0.3037 0.5269 0.5386 0.127
H -1.5608 -0.4903 -1.1442 0.181
H 0.9206 -0.5215 -2.6445 0.203
H 0.7657 -1.8397 -1.5754 0.249
H -0.3423 -1.8015 -2.8152 0.231
H -0.2290 1.3732 -2.9891 0.374
H -2.1729 2.7454 -2.8441 0.176
H -2.9765 1.4624 -1.9411 0.169
H -1.0109 2.9963 -0.7687 0.497
H 1.2408 2.1784 3.4646 0.480
H -0.2475 2.4900 3.6884 0.461
O 0.3362 2.2624 3.0460 -0.940
H -2.5030 -1.1414 0.0414 0.447
H -2.9263 -0.9914 1.4973 0.491
O -2.7168 -1.7396 0.9277 -0.946
H -2.4422 1.5273 0.4986 0.505
H -2.3139 1.3471 2.0297 0.475
O -2.5247 0.8842 1.2567 -0.991
H 3.2469 2.1719 -0.6255 0.514
H 3.7508 2.1797 1.0201 0.483
O 3.9666 2.2553 0.0957 -0.996
H 3.1237 -2.8081 0.5332 0.473
H 3.7220 -1.4591 0.2125 0.478
O 2.9975 -1.8405 0.5965 -0.946
H -0.7894 -2.6943 0.2972 0.467
H -0.1572 -3.6007 1.2018 0.481
O -0.4039 -3.5490 0.2651 -0.953
H 1.5787 -2.0607 1.8104 0.489
H 2.2949 -3.2765 2.3244 0.457
O 1.5507 -2.7342 2.4364 -0.946
```

For the total energy, the calculation gives -24436.008 eV. The calculation puts the LUMO energy at 0.128 eV. The calculation puts the largest force on an atom at 6.1 eV Å⁻¹. The SMILES is C[C@@H](C=O)NCO.O.O.O.O.O.O.O. The calculation puts the HOMO-LUMO gap at 9.30 eV. The calculation puts the relative energy (zero: lowest compared OMol25 entry of this formula, charge and spin) at 515.3 kJ/mol. The calculation puts the HOMO energy at -0.3370 Ha.